[1]
{"formula": "C40H48BaN5O3P2", "method": "ωB97M-V/def2-TZVPD", "species": ["Ba", "C", "P", "C", "C", "C", "C", "C", "C", "C", "C", "C", "C", "C", "C", "C", "C", "C", "C", "C", "P", "C", "C", "C", "C", "C", "C", "C", "C", "C", "C", "C", "C", "N", "H", "H", "H", "H", "H", "H", "H", "H", "H", "H", "H", "H", "H", "H", "H", "H", "H", "H", "H", "H", "H", "H", "H", "H", "H", "H", "N", "C", "C", "C", "C", "N", "C", "N", "N", "C", "O", "O", "H", "H", "H", "H", "H", "H", "H", "H", "H", "H", "H", "H", "H", "H", "C", "C", "C", "O", "C", "H", "H", "H", "H", "H", "H", "H", "H"], "positions_angstrom": [[-0.143, -0.573, -1.151], [-4.130, -0.779, -1.414], [-3.018, 0.627, -1.910], [-2.973, 1.757, -0.465], [-4.155, 2.117, 0.185], [-4.143, 2.998, 1.253], [-2.939, 3.533, 1.695], [-1.758, 3.193, 1.058], [-1.769, 2.315, -0.020], [-4.043, 1.589, -3.070], [-3.603, 2.867, -3.419], [-4.323, 3.642, -4.313], [-5.490, 3.148, -4.881], [-5.930, 1.877, -4.548], [-5.212, 1.101, -3.646], [-3.531, -1.677, -0.361], [-4.151, -2.552, 0.519], [-3.120, -3.121, 1.307], [-1.929, -2.573, 0.860], [-0.560, -2.553, 1.518], [-0.355, -0.771, 2.017], [1.158, -0.684, 3.031], [2.225, -1.551, 2.786], [3.437, -1.396, 3.446], [3.600, -0.366, 4.362], [2.542, 0.496, 4.619], [1.332, 0.341, 3.959], [-1.696, -0.638, 3.230], [-1.646, -1.311, 4.451], [-2.723, -1.258, 5.319], [-3.859, -0.535, 4.972], [-3.913, 0.136, 3.761], [-2.832, 0.086, 2.892], [-2.190, -1.694, -0.163], [-4.298, -1.325, -2.349], [-5.105, -0.409, -1.089], [-5.097, 1.707, -0.160], [-5.071, 3.270, 1.739], [-2.927, 4.216, 2.535], [-0.819, 3.613, 1.394], [-0.814, 2.122, -0.510], [-2.695, 3.265, -2.981], [-3.972, 4.634, -4.566], [-6.053, 3.753, -5.579], [-6.839, 1.485, -4.984], [-5.583, 0.116, -3.396], [-5.209, -2.754, 0.596], [-3.235, -3.818, 2.125], [0.258, -2.869, 0.858], [-0.545, -3.189, 2.404], [2.102, -2.376, 2.091], [4.247, -2.091, 3.260], [4.538, -0.246, 4.887], [2.658, 1.292, 5.344], [0.513, 1.017, 4.176], [-0.760, -1.873, 4.725], [-2.681, -1.782, 6.265], [-4.703, -0.500, 5.649], [-4.798, 0.695, 3.484], [-2.880, 0.588, 1.935], [2.766, -0.908, -0.777], [3.151, 0.458, -0.410], [4.660, 0.717, -0.317], [5.478, 0.483, -1.588], [5.139, 1.421, -2.749], [4.970, 2.808, -2.332], [5.928, 3.671, -2.097], [5.628, 4.825, -1.488], [7.203, 3.430, -2.440], [2.405, 1.498, -1.287], [2.789, 2.683, -1.237], [1.419, 1.074, -1.946], [3.211, -1.574, -0.155], [3.063, -1.128, -1.722], [2.754, 0.633, 0.598], [5.066, 0.073, 0.468], [4.796, 1.741, 0.036], [5.348, -0.541, -1.947], [6.537, 0.575, -1.332], [4.188, 1.145, -3.205], [5.878, 1.348, -3.550], [4.040, 2.957, -1.883], [4.679, 5.015, -1.213], [6.310, 5.551, -1.367], [7.433, 2.623, -2.991], [7.899, 4.150, -2.366], [-0.169, -5.310, -0.980], [1.345, -5.502, -1.066], [1.867, -4.065, -1.104], [0.772, -3.233, -1.524], [-0.364, -4.078, -1.836], [-0.489, -5.100, 0.042], [-0.731, -6.168, -1.345], [1.608, -6.027, -1.985], [1.756, -6.061, -0.228], [2.701, -3.938, -1.799], [2.183, -3.729, -0.112], [-0.342, -4.324, -2.903], [-1.271, -3.521, -1.599]], "mulliken_charge": [1.667, -0.629, 0.182, 0.599, -0.401, -0.790, -0.475, -0.532, -0.862, 0.610, -0.670, -0.639, -0.474, -0.721, -0.307, -0.805, -1.113, -1.363, -0.267, 0.464, 1.612, 0.029, -0.500, -0.503, -0.656, -0.584, -0.699, -0.271, -0.553, -0.691, -0.647, -0.686, 0.000, 0.709, 0.553, 0.600, 0.348, 0.466, 0.407, 0.484, 1.031, 0.331, 0.397, 0.383, 0.401, 0.281, 0.498, 0.538, -0.783, 0.688, 0.336, 0.474, 0.405, 0.423, 0.449, 0.408, 0.431, 0.411, 0.438, 0.244, -0.045, 0.677, -1.350, -0.343, -1.292, 0.006, 0.825, -0.375, -0.360, 0.468, -0.901, -0.955, 0.316, 0.252, -0.465, 0.555, 0.438, 0.394, 0.346, 0.324, 0.473, 0.370, 0.196, 0.179, 0.182, 0.203, -0.369, -0.850, -0.300, -0.061, -0.169, 0.106, 0.505, 0.298, 0.331, 0.486, -0.041, 0.410, -0.134], "charge": 1, "homo_energy_ev": -8.658, "e_tot_ha": -2760.692662, "largest_force_ev_per_a": 1.48, "mol_weight_g_mol": 846.132}

=====

[2]
{"formula": "C40H48Cl3GeN4O6Tb", "method": "ωB97M-V/def2-TZVPD", "species": ["Tb", "C", "O", "C", "C", "O", "C", "C", "O", "C", "H", "H", "H", "H", "H", "H", "H", "H", "H", "H", "H", "H", "H", "H", "Cl", "C", "C", "C", "Cl", "C", "O", "C", "Cl", "C", "H", "H", "N", "C", "C", "N", "C", "C", "H", "H", "H", "H", "H", "H", "H", "H", "H", "H", "H", "C", "N", "C", "C", "C", "O", "N", "C", "O", "H", "H", "H", "H", "H", "C", "Ge", "C", "C", "C", "C", "C", "C", "C", "C", "C", "C", "C", "C", "C", "C", "C", "C", "C", "C", "H", "H", "H", "H", "H", "H", "H", "H", "H", "H", "H", "H", "H", "H", "H", "H"], "positions_angstrom": [[0.401, -0.935, -1.139], [-0.879, -3.248, -3.624], [-1.252, -2.063, -2.948], [-2.162, -1.277, -3.702], [-2.669, -0.131, -2.814], [-1.613, 0.622, -2.239], [-1.117, 1.644, -3.099], [0.051, 2.354, -2.429], [1.109, 1.431, -2.207], [2.355, 2.075, -2.031], [-1.741, -3.918, -3.735], [-0.121, -3.734, -3.011], [-0.463, -3.026, -4.613], [-3.011, -1.897, -4.028], [-1.648, -0.873, -4.584], [-3.230, -0.537, -1.965], [-3.334, 0.517, -3.402], [-1.910, 2.381, -3.286], [-0.763, 1.208, -4.039], [-0.272, 2.789, -1.475], [0.386, 3.157, -3.101], [2.355, 2.705, -1.135], [2.602, 2.692, -2.905], [3.096, 1.285, -1.925], [-2.936, -7.146, 2.014], [-1.937, -5.956, 1.261], [-2.490, -4.742, 0.885], [-1.682, -3.819, 0.257], [-2.293, -2.268, -0.213], [-0.313, -4.034, -0.049], [0.396, -3.170, -0.674], [0.187, -5.282, 0.407], [1.864, -5.596, 0.132], [-0.594, -6.225, 1.041], [-3.526, -4.518, 1.080], [-0.163, -7.159, 1.361], [2.651, -0.440, 3.534], [2.540, -1.878, 3.214], [1.810, -2.018, 1.859], [2.319, -1.164, 0.794], [2.530, 0.235, 1.274], [3.482, 0.222, 2.428], [3.011, -0.286, 4.481], [1.715, -0.003, 3.426], [1.978, -2.404, 3.990], [3.548, -2.296, 3.168], [0.756, -1.777, 2.040], [1.876, -3.060, 1.540], [3.191, -1.580, 0.446], [0.505, 0.393, 1.274], [2.967, 0.812, 0.446], [3.739, 1.231, 2.750], [4.401, -0.395, 2.387], [5.193, -3.063, -3.423], [3.990, -2.341, -3.765], [3.698, -1.981, -5.037], [2.566, -1.315, -5.335], [1.637, -1.002, -4.269], [0.561, -0.420, -4.460], [1.966, -1.380, -3.005], [3.106, -2.022, -2.720], [3.412, -2.326, -1.571], [5.881, -3.065, -4.267], [4.953, -4.092, -3.141], [5.665, -2.585, -2.563], [4.426, -2.257, -5.789], [2.322, -1.020, -6.341], [-0.512, 0.244, 0.858], [-1.284, 1.923, 1.492], [-0.192, 2.308, 3.154], [-0.445, 1.453, 4.227], [0.371, 1.417, 5.343], [1.471, 2.259, 5.422], [1.721, 3.139, 4.385], [0.907, 3.149, 3.264], [-1.519, 3.541, 0.333], [-2.651, 3.555, -0.477], [-2.930, 4.626, -1.305], [-2.079, 5.718, -1.334], [-0.951, 5.723, -0.534], [-0.677, 4.642, 0.286], [-3.110, 1.823, 2.269], [-3.523, 2.884, 3.063], [-4.776, 2.901, 3.643], [-5.644, 1.842, 3.424], [-5.251, 0.779, 2.630], [-3.989, 0.770, 2.058], [-0.996, -0.468, 1.552], [-1.310, 0.801, 4.177], [0.151, 0.734, 6.154], [2.117, 2.234, 6.290], [2.554, 3.825, 4.453], [1.135, 3.840, 2.469], [-3.320, 2.704, -0.449], [-3.818, 4.617, -1.924], [-2.297, 6.563, -1.972], [-0.284, 6.574, -0.544], [0.214, 4.661, 0.896], [-2.839, 3.709, 3.225], [-5.082, 3.733, 4.263], [-6.627, 1.850, 3.874], [-5.933, -0.043, 2.459], [-3.680, -0.062, 1.439]], "mulliken_charge": [-0.552, -1.089, 0.733, -0.912, -0.944, 0.658, -1.343, 0.139, 0.543, -1.009, 0.307, 0.229, 0.309, 0.501, 0.353, 0.285, 0.434, 0.570, 0.486, -0.294, 0.609, 0.196, 0.313, 0.223, -0.244, 0.426, -0.911, 0.675, -0.085, -1.060, 0.358, 0.360, -0.221, -0.803, 0.505, 0.460, 0.388, -1.354, 0.320, 0.346, -0.466, -1.131, 0.487, -0.412, 0.445, 0.437, -0.163, 0.178, 0.341, -1.488, -0.078, 0.369, 0.358, -0.993, 0.220, 0.129, -1.306, 0.334, -0.512, 0.740, -0.166, -0.666, 0.353, 0.285, 0.295, 0.345, 0.476, 1.866, 1.388, 0.554, -0.817, -0.771, -0.490, -0.917, -0.061, -0.625, -0.272, -0.746, -0.533, -0.876, 0.328, -0.187, -0.293, -0.666, -0.470, -0.538, -0.185, 0.416, 0.283, 0.430, 0.419, 0.445, 0.276, 0.373, 0.452, 0.403, 0.429, 0.276, 0.301, 0.411, 0.359, 0.420, 0.303], "homo_energy_ev": [-6.139, -6.138], "e_tot_ha": -6505.438864, "multiplicity": 7, "largest_force_ev_per_a": 1.22, "mol_weight_g_mol": 1018.740}